[1]
Computed, not measured: a cluster of 9 separate species, C34H57N2O26PS in total in a non-equilibrium geometry, with ωB97M-V/def2-TZVPD.

Results
- Kohn-Sham gap: 6.83 eV
- HOMO level: -9.06 eV
- Structure (SMILES): C#Cc1cc([PH2]=O)c2nsnc2c1CCO.COC(=O)OC.COC(=O)OC.COC(=O)OC.COC(=O)OC.COC(=O)OC.COC(=O)OC.COC(=O)OC.COC(=O)OC
- Energy relative to the best compared isomer or geometry (same formula, charge and spin): 715.93 kJ/mol
- Electronic energy: -4134.730805 Eh
- LUMO energy: -2.23 eV

```
121
Properties=species:S:1:pos:R:3:lowdin_charge:R:1
S -1.888 -1.612 -4.039 0.9804
P -5.377 2.215 -4.327 0.7079
O -0.327 0.393 0.073 -0.1225
O -4.288 0.861 7.330 -0.0029
O 3.250 -2.362 2.178 -0.0041
O -6.524 1.688 -3.427 -0.4925
O 4.898 -3.723 1.747 -0.0039
O 3.022 -4.687 -4.755 -0.0052
O 8.503 -9.153 4.324 -0.0059
O 1.211 10.143 -1.416 0.1088
O -3.793 4.953 3.789 -0.0081
O -2.271 5.541 2.197 0.1138
O 1.990 -3.095 -3.681 -0.0144
O 4.526 -3.112 3.911 0.1177
O -4.909 -2.590 -8.877 0.1171
O -5.873 -1.287 -7.275 -0.0054
O 1.094 12.227 -0.503 -0.0025
O 3.516 -2.524 -5.274 0.1234
O -2.839 0.319 5.657 0.1123
O -0.618 -5.095 1.905 0.1236
O -6.967 -1.644 -9.127 -0.0046
O -0.741 -2.847 2.262 -0.0196
O -2.759 3.372 2.699 -0.0366
O -0.242 10.681 0.254 -0.0019
O 8.129 -8.540 6.486 0.1203
O 6.854 -7.792 4.752 -0.0089
O -2.954 2.405 6.566 0.0066
O 0.133 -3.560 0.397 -0.0164
N -3.200 -0.503 -4.224 -0.2736
N -0.757 -0.642 -3.178 -0.2893
C 6.078 -7.043 5.686 -0.0446
C -3.312 1.114 6.437 -0.5837
C 5.993 -4.521 2.193 -0.0416
C 0.518 -4.632 -0.463 -0.0335
C 2.474 -1.613 3.112 -0.0405
C 0.802 1.902 -1.667 -0.1102
C 0.956 0.767 -0.519 -0.2146
C 4.252 -3.070 2.733 -0.5886
C -4.769 -0.482 7.307 -0.0501
C -4.716 -1.482 -6.462 -0.0887
C 9.598 -9.950 4.770 -0.0496
C -3.049 3.431 -2.879 0.0157
C -4.024 6.338 4.037 -0.0442
C 7.856 -8.499 5.308 -0.5906
C 0.736 10.936 -0.635 -0.5897
C 3.965 -5.107 -5.739 -0.0481
C 1.760 -1.707 -3.441 -0.0879
C -0.188 5.739 -1.549 0.0986
C -1.349 -3.110 3.526 -0.0407
C -1.816 2.961 1.710 -0.0337
C -5.823 -1.910 -8.468 -0.5899
C -2.822 0.784 -3.625 -0.2144
C 2.132 12.641 -1.390 -0.0482
C -1.352 0.704 -3.005 -0.1550
C -0.722 9.338 0.225 -0.0513
C -0.912 4.628 -1.616 -0.0846
C -2.878 4.708 2.830 -0.5933
C -1.575 3.308 -2.282 -0.1153
C -0.695 1.988 -2.299 -0.0278
C -1.919 2.817 5.674 -0.0386
C 2.906 -3.350 -4.636 -0.5868
C -7.053 -2.245 -10.417 -0.0504
C -3.653 2.129 -3.558 -0.2372
C -0.429 -3.952 1.557 -0.5911
H 1.813 12.538 -2.430 0.0985
H -0.671 -3.677 4.170 0.0976
H 3.046 12.071 -1.207 0.0984
H -2.241 2.712 4.635 0.0758
H 9.253 -10.731 5.453 0.0986
H 0.080 8.637 0.472 0.0929
H 2.676 -1.218 -3.095 0.1028
H 5.593 -7.707 6.405 0.0996
H 3.095 -0.875 3.625 0.0995
H -6.257 -1.877 -11.069 0.0978
H 3.975 -6.199 -5.748 0.0938
H 6.438 -5.000 1.319 0.0963
H 5.302 -6.513 5.129 0.0856
H -3.109 6.826 4.384 0.0981
H -3.967 -1.183 7.554 0.0969
H 5.649 -5.301 2.876 0.0858
H -4.866 -0.938 -5.531 0.0358
H -7.016 -3.335 -10.339 0.0982
H -5.550 -0.571 8.064 0.0934
H 1.271 -5.262 0.018 0.1023
H -1.004 2.248 5.855 0.1011
H 10.359 -9.327 5.247 0.0984
H -4.586 -2.541 -6.226 0.1004
H -5.585 3.607 -4.699 0.0169
H -2.294 -3.642 3.396 0.0999
H -3.826 -1.083 -6.956 0.0956
H 1.491 1.605 -2.544 0.1210
H 1.144 2.916 -1.213 0.1108
H 1.377 -1.218 -4.339 0.0879
H -1.154 9.104 -0.752 0.0955
H 1.698 -1.084 2.556 0.0896
H 2.338 13.695 -1.195 0.0942
H -0.812 3.313 1.963 0.1043
H 1.418 -0.192 -0.980 0.1092
H -1.556 -2.151 4.004 0.0920
H -2.113 3.318 0.721 0.0815
H 4.968 -4.755 -5.486 0.0988
H 3.670 -4.757 -6.731 0.0989
H -3.611 4.435 -2.797 0.1155
H 1.010 -1.623 -2.658 0.0355
H 10.042 -10.429 3.896 0.0932
H 6.754 -3.898 2.670 0.1007
H -8.013 -1.964 -10.854 0.0933
H -4.775 6.416 4.825 0.0956
H 0.465 6.700 -1.545 0.0678
H 0.957 -4.198 -1.364 0.0814
H -1.711 3.872 5.864 0.0994
H -5.204 -0.719 6.333 0.0983
H 6.698 -6.304 6.198 0.1018
H -5.318 1.475 -5.577 0.0149
H -1.803 1.870 1.692 0.0882
H -0.353 -5.225 -0.755 0.1011
H -0.636 -0.401 -0.425 0.0830
H 1.989 -2.279 3.832 0.0971
H 1.613 1.154 0.356 0.1319
H -1.505 9.244 0.979 0.0964
H -4.410 6.831 3.142 0.0979
```

---

[2]
Computed, not measured: a structure of composition C34H57N4OP2Tc in a non-equilibrium geometry, with ωB97M-V/def2-TZVPD.

Results
- Kohn-Sham gap (spin up / spin down): 8.19 / 5.33 eV
- HOMO level (spin up / spin down): -16.41 / -16.72 eV
- Multiplicity: 4
- Energy relative to the best compared isomer or geometry (same formula, charge and spin): 0.00 kJ/mol
- <S²>: 3.806
- Electronic energy: -2386.639909 Eh
- LUMO energy (spin up / spin down): -8.22 / -11.39 eV
- Net charge: +3

```
99
Properties=species:S:1:pos:R:3:lowdin_charge:R:1
Tc 0.143 0.160 0.368 1.1459
P 1.860 -1.601 -0.161 1.1123
P -1.593 1.782 0.060 1.0718
O -0.039 0.903 3.325 0.1556
N -0.096 -0.115 -1.826 -0.0135
N -1.040 -1.275 0.554 -0.0156
N 4.665 4.765 0.073 0.1905
N 1.790 1.741 0.260 -0.1026
C -2.354 3.635 2.086 -0.0701
C -0.164 4.057 1.043 -0.0956
C 0.250 -1.276 -3.877 0.0266
C 1.968 -3.013 1.118 -0.6564
C 3.526 3.038 1.315 0.0287
C -2.963 -3.048 1.038 -0.5541
C -1.939 -2.026 0.600 0.0081
C -1.591 3.596 0.752 -0.6275
C 4.252 -2.514 -1.499 -0.0603
C 2.575 2.030 1.333 -0.1580
C -1.327 1.913 -1.689 -0.1764
C -3.460 1.249 0.060 -0.6142
C -3.298 -2.833 2.514 -0.0045
C 0.045 0.618 2.187 -0.3152
C -2.155 4.608 -0.253 -0.0671
C 3.317 -3.734 1.220 -0.0711
C -3.660 0.195 -1.031 -0.0869
C 1.634 -2.392 2.483 -0.1009
C 3.724 3.789 0.140 -0.2675
C -2.410 -4.458 0.851 -0.0295
C -0.271 -0.194 -4.588 0.0160
C -0.719 0.916 -2.488 -0.3464
C 3.570 -1.252 -0.929 -0.6478
C -3.758 0.654 1.439 -0.0758
C -0.744 0.910 -3.905 0.0377
C 1.952 2.497 -0.865 -0.1702
C -4.441 2.382 -0.270 -0.0638
C 2.913 3.488 -0.972 0.0222
C -4.218 -2.907 0.180 -0.0267
C 4.444 -0.615 0.158 -0.0682
C 1.001 -2.293 -1.667 -0.2368
C 3.411 -0.264 -2.093 -0.0756
C 0.911 -4.061 0.772 -0.1038
C 0.370 -1.182 -2.494 -0.3090
H 1.706 -2.871 -2.279 0.0917
H 4.746 -3.110 -0.727 0.0741
H -1.763 2.753 -2.231 0.1009
H -4.461 3.186 0.470 0.0723
H -3.562 1.356 2.260 0.0796
H -3.428 3.451 1.984 0.0676
H -1.575 4.622 -1.183 0.0838
H -3.190 -5.209 1.043 0.1219
H -2.052 -4.603 -0.176 0.1059
H -3.206 4.454 -0.504 0.0661
H 5.035 -2.182 -2.199 0.1117
H -3.046 -0.692 -0.856 0.0411
H 1.687 -3.180 3.249 0.1086
H -1.935 2.914 2.803 0.0805
H -0.306 -0.228 -5.674 0.1393
H 0.593 -2.189 -4.353 0.1401
H 2.345 -1.598 2.751 0.0877
H -2.234 4.641 2.516 0.1147
H 4.807 5.299 -0.772 0.1323
H 0.623 -1.966 2.501 0.0372
H 0.436 4.107 0.130 0.0685
H -4.043 -3.571 2.841 0.1244
H 0.214 -2.999 -1.355 0.0833
H 4.045 0.357 0.466 0.0505
H -3.145 -0.240 1.608 0.0338
H -1.173 1.780 -4.397 0.1382
H -4.716 -0.113 -1.042 0.1107
H -4.938 -3.693 0.448 0.1199
H 2.777 0.587 -1.825 0.0361
H -3.711 -1.834 2.695 0.0814
H -4.821 0.366 1.482 0.1168
H 3.569 -3.163 -2.060 0.0793
H 2.995 -0.739 -2.991 0.0895
H 0.878 -4.813 1.575 0.1160
H -4.705 -1.936 0.333 0.0761
H 4.548 -1.243 1.051 0.0731
H 0.339 3.405 1.763 0.0647
H 4.149 -3.061 1.456 0.0752
H 1.276 2.298 -1.700 0.1026
H 2.448 1.422 2.232 0.1152
H -2.398 -2.962 3.131 0.1055
H 3.546 -4.309 0.315 0.0873
H -3.973 -3.016 -0.886 0.1085
H -0.079 -3.599 0.705 0.0170
H 4.119 3.235 2.205 0.1378
H -4.248 2.802 -1.266 0.0954
H 3.239 -4.456 2.048 0.1112
H 4.403 0.136 -2.354 0.1135
H -3.412 0.590 -2.023 0.0890
H -5.453 1.947 -0.296 0.1156
H 5.244 4.985 0.870 0.1330
H 1.126 -4.593 -0.165 0.1039
H 5.450 -0.456 -0.258 0.1131
H -1.594 -4.651 1.557 0.0843
H -2.078 5.608 0.202 0.1159
H 3.020 4.028 -1.912 0.1370
H -0.199 5.071 1.472 0.1153
```

---

- Look up the energy relative to the best compared isomer or geometry (same formula, charge and spin) of the first one.
  715.93 kJ/mol

---

- Which of these has the highest electronic energy?
  C34H57N4OP2Tc